Below is a structure of composition C13H23N5O3PdS, with properties calculated with wB97M-V/def2-TZVPD.

Geometry as XYZ:
```
46
Properties=species:S:1:pos:R:3:mulliken_charge:R:1
C -0.280 -3.217 -4.132 -0.805
N -6.080 -0.571 1.192 -0.311
N -2.575 -1.223 0.367 -0.447
H 2.082 0.182 -1.397 0.325
S -0.255 -3.012 0.379 -0.184
C -1.490 1.532 2.722 -0.838
H -2.259 2.303 2.770 0.315
H -0.188 2.823 -1.391 0.402
H -1.840 0.626 3.211 0.239
O 1.366 -0.554 1.092 -0.147
H 2.981 -1.082 2.275 0.323
H 3.036 0.598 0.753 0.512
H 1.626 1.479 1.347 0.246
H -7.916 -2.297 0.803 0.203
N -4.772 -2.265 0.207 -0.633
C 1.897 -1.015 2.354 -0.732
O 0.202 0.812 -1.057 -0.332
H 1.482 -2.000 2.536 0.247
H -6.977 -0.230 1.492 0.218
C 1.950 0.686 0.673 -0.416
C -3.651 -1.663 0.339 0.591
C -0.317 -2.023 -3.483 -0.070
C 1.594 0.936 -0.778 -0.709
H 1.967 1.918 -1.082 0.443
H -0.283 -3.249 -5.211 0.435
H 0.082 2.782 1.032 0.463
O -1.223 1.204 1.350 0.016
H -0.305 -1.066 -1.676 -0.083
H -0.583 1.894 3.211 0.317
N -6.992 -2.574 0.520 -0.357
C -5.933 -1.783 0.645 0.707
C -0.236 -4.326 -1.989 -0.935
H -5.305 0.066 1.217 0.127
H -6.859 -3.493 0.131 0.243
H -0.211 -5.224 -1.387 0.420
C -0.813 2.346 0.585 -0.689
H -1.605 3.099 0.629 0.511
H -0.201 -5.353 -3.849 0.421
Pd -0.698 -0.850 0.836 0.376
H -0.350 -1.066 -3.981 0.453
C -0.277 -3.082 -1.346 0.935
C -0.235 -4.388 -3.360 -0.078
N -0.310 -1.982 -2.126 0.377
H -1.568 1.716 -1.319 0.362
C -0.610 1.963 -0.863 -0.764
H 1.619 -0.327 3.154 0.303
```

Results
spin multiplicity: 1
orbital gap: 7.8 eV
highest occupied orbital energy: -14.3 eV
charge: +2